(1)
C32H39ClN5O2PdS4 as an isolated structure. Source: the OMol25 dataset; level of theory: the ωB97M-V functional and the def2-TZVPD basis.

```
! RIJCOSX wB97M-V def2-TZVPD def2/J DEFGRID3
* xyz 1 5
C -2.210 1.016 -5.793
N 1.858 0.675 1.293
H 4.935 -0.251 1.379
H 3.796 -0.216 -4.249
H -1.986 2.152 -7.629
H 6.061 -0.304 3.476
H -1.394 6.609 0.050
C 5.114 -0.074 3.948
C -2.378 1.188 -7.296
Cl -5.387 -4.845 -4.820
H 1.716 0.750 5.630
C 2.483 -0.356 -2.561
H -3.973 -0.816 3.079
H -3.706 -1.924 -1.337
H -2.968 -3.795 -5.852
H -1.886 -2.373 4.122
H 3.723 0.345 7.011
C -4.473 -3.222 -2.867
C -3.556 -2.336 -2.325
C 3.986 0.156 3.164
C -4.245 -3.734 -4.135
C 3.787 0.294 5.934
S 0.433 2.530 -1.178
H -3.426 2.667 -2.970
H -3.431 1.143 -7.581
H -3.584 0.900 3.242
S 1.335 0.689 2.831
C -2.344 4.885 -2.830
H 1.614 -0.691 -3.113
C 3.700 -0.079 -3.182
H 5.884 -0.183 5.929
H -2.601 3.082 -5.320
S -0.123 -1.830 1.138
C 4.757 0.386 -2.426
C 2.668 0.521 5.168
H -2.356 6.859 -3.619
O -0.486 -0.593 -3.167
N 4.067 0.076 1.780
H -1.852 0.408 -7.847
H -0.986 6.531 -2.582
C 5.009 -0.004 5.320
H -3.152 0.958 -3.189
H -1.120 4.608 -1.127
C -3.173 -0.104 3.291
C -2.066 6.379 -2.682
C -2.470 6.557 -0.139
C -3.123 -3.378 -4.867
S -1.622 1.097 1.404
O -1.691 -0.563 -1.297
H -0.860 1.224 -3.130
H -5.357 -3.517 -2.320
C 3.338 0.226 -0.528
N -1.543 4.102 -1.888
C -0.970 2.913 -2.110
N -1.424 2.070 -3.021
H -3.412 4.702 -2.685
H -2.581 0.035 -5.486
H -3.887 6.962 -1.706
H -1.335 -2.186 -4.865
H -2.797 5.527 0.013
H -4.015 2.047 -5.246
C 4.578 0.543 -1.057
C -2.217 -2.487 -4.315
C -1.868 -2.651 3.066
C -2.427 -1.961 -3.046
N 2.304 -0.205 -1.253
H -2.838 -0.293 4.313
C -2.811 7.065 -1.537
H -2.961 7.163 0.622
C -2.043 -0.268 2.308
C 3.063 0.348 0.924
C -1.443 -0.982 -2.470
C 2.759 0.451 3.772
C -2.805 1.947 -3.498
H -2.599 8.135 -1.590
H 5.372 0.945 -0.441
H -1.223 -3.517 2.941
C -2.948 2.093 -5.007
H -2.885 -2.942 2.793
H -1.148 1.030 -5.534
H -2.085 4.554 -3.835
H 5.703 0.634 -2.885
Pd -0.002 0.252 -0.180
C -1.402 -1.510 2.202
*
```

Computed properties:
⟨S²⟩: 6.030
E_HOMO (spin up / spin down) in Eh: -0.341 / -0.384
Electronic energy in hartree: -3847.6946

---

(2)
C32H39CrF6IN5O10S4Si2Te as an isolated structure. Source: the OMol25 dataset; level of theory: the ωB97M-V functional and the def2-TZVPD basis.

```
! RIJCOSX wB97M-V def2-TZVPD def2/J DEFGRID3
* xyz 0 2
H -2.242 3.401 7.594
H 2.786 0.973 -2.936
H -0.299 -4.507 -5.848
F -5.374 4.336 -1.087
C -1.592 0.347 1.691
C -0.758 -5.848 0.621
H 4.574 1.112 0.834
H 2.267 -2.981 -2.035
H 4.836 4.351 4.198
H 1.192 -4.006 2.464
S 1.031 5.361 -0.495
C 1.703 1.621 -1.226
O 5.557 1.250 -1.895
O -1.550 -0.782 1.214
H -0.317 -5.417 -4.330
H -1.080 -3.818 -4.427
H -1.363 -4.043 -1.452
H -2.361 4.324 -0.028
C 4.450 2.944 -0.288
S 4.427 2.150 -1.841
F -5.544 2.835 -2.643
Si -0.697 -4.012 0.944
H -1.008 6.564 0.209
H 4.765 5.851 3.410
C 4.532 2.194 0.879
H -3.726 2.392 7.537
C 1.483 -1.886 -5.040
N -0.544 3.365 -0.620
C -4.528 -1.436 -2.420
Cr -1.202 1.542 -0.896
C 2.964 1.030 -1.853
S -4.364 2.072 -0.445
H 4.378 -0.598 -1.343
C -0.223 -4.416 -4.761
O -1.647 1.444 0.995
H -0.639 -1.231 3.623
H 0.999 -4.220 -1.841
C -1.254 -3.255 -0.702
H 0.613 -0.856 0.457
C 4.544 4.232 2.169
H 0.493 -1.462 -5.239
O -4.039 -1.557 0.156
H -0.553 -6.409 1.538
S -3.895 -0.603 -0.896
Te -0.190 -1.843 -1.870
C -1.141 -0.146 5.420
H 2.939 -4.834 -5.692
C -1.109 -0.345 4.034
C -0.626 5.602 -0.093
H -2.245 -2.829 -0.516
C -1.311 4.456 -0.216
F -6.828 2.736 -0.901
H 1.251 -2.537 1.501
C 1.030 -0.572 -0.499
F -4.984 -0.555 -3.293
C 4.428 4.331 -0.240
H 2.881 -5.526 -4.066
C 1.043 -3.607 1.456
H 2.709 -1.925 -0.120
H 3.768 -4.021 -4.361
O -4.469 2.435 0.931
H 4.363 4.891 -1.164
I -0.933 1.646 -3.514
O -1.947 1.404 7.152
O -2.525 -0.225 -1.281
C 4.485 4.970 0.982
H 4.622 2.256 3.016
H 2.001 -1.185 -4.376
C 2.441 -0.998 -0.608
H -2.445 -2.676 2.047
C 0.724 3.694 -0.807
N -4.860 0.625 -0.810
C 1.288 -3.315 -2.378
C -5.620 3.054 -1.340
H -0.692 -0.847 6.110
H 4.472 6.054 1.029
C -2.320 1.729 3.641
H 2.032 -1.903 -5.984
C 2.872 -4.588 -4.628
C -1.921 -3.603 2.273
C -2.754 2.587 7.084
H 1.778 -4.081 0.798
N 0.723 0.833 -0.740
N 1.727 2.924 -1.234
H -2.763 2.442 2.956
C -1.681 0.572 3.165
H -1.747 -6.148 0.264
C 3.346 -0.287 -1.255
H -2.658 -4.407 2.356
C 4.568 2.834 2.101
O -3.124 2.414 -1.160
F -3.525 -2.125 -2.971
H -1.437 -3.487 3.246
C -1.781 0.984 5.863
O 4.247 3.127 -2.879
F -5.494 -2.278 -2.081
C -2.360 1.889 4.996
O -2.923 2.917 5.707
Si 1.361 -3.579 -4.259
N 4.539 4.872 3.392
H -0.021 -6.153 -0.130
*
```

Computed properties:
⟨S²⟩: 0.773
E_HOMO (spin up / spin down) in Eh: -0.302 / -0.302
Electronic energy in hartree: -6650.1683

---

Among the records above, which one has the lowest electronic energy? C32H39CrF6IN5O10S4Si2Te